No. 1
Formula: C31H78CaCu2N5O11
Source: the OMol25 dataset
Level of theory: ωB97M-V/def2-TZVPD

```
128
Properties=species:S:1:pos:R:3:forces:R:3
Cu 0.960258 0.547574 -3.626989 -0.7 -0.2 0.4
Cu -0.636612 2.064204 -0.524669 -0.5 -0.7 -0.4
Ca 2.147838 2.993494 -1.968849 -1.0 -1.5 0.3
O -0.198442 -5.230446 0.926611 0.3 -0.2 -0.7
O 4.644948 3.472844 2.061531 -1.0 -0.2 0.4
O -0.929972 -10.775806 3.095851 -0.4 -0.4 -2.2
O -1.858382 0.894424 1.033501 -0.1 -0.3 1.1
O -5.498852 3.283404 -1.891129 -0.5 0.0 1.2
O 1.438148 0.712714 -1.223319 0.1 0.7 -1.9
O 1.555088 1.091274 4.287551 -1.3 2.4 1.4
O -3.354062 0.699634 8.278911 0.8 -0.9 -0.3
O 2.034558 2.653284 -8.083709 -0.9 0.9 0.3
O 3.250098 4.792174 -2.982829 -0.4 -0.5 -0.2
O -1.057272 -0.695686 -3.309559 1.2 1.4 -1.1
N -3.025012 2.353644 -1.072409 -0.8 0.4 1.0
N -1.392462 -7.899286 0.539291 1.1 -0.3 2.0
N 0.106298 0.497164 -5.852689 0.1 1.6 0.9
N 4.056848 3.328354 -0.620749 1.0 -2.2 0.8
N -0.898012 1.346204 5.598351 -0.2 2.3 1.7
C 2.261828 0.798714 3.130541 0.5 -1.9 1.4
C -6.171412 4.431434 -2.335009 0.0 1.0 -1.0
C 4.968698 4.100684 -1.416339 -1.0 2.4 -1.1
C -3.758752 1.675954 -2.161279 0.2 -0.2 -0.3
C -1.756262 -0.748046 -4.585289 0.6 -1.0 1.7
C -4.824232 2.557844 -2.856849 1.1 -0.2 -0.4
C 0.006148 -6.096046 -0.204099 0.5 -0.4 -0.8
C 2.974558 5.587074 -4.128259 -1.3 0.1 -1.4
C -1.886272 1.744054 6.653381 -0.9 -2.3 0.1
C -0.016172 -7.519846 0.295461 1.4 1.2 -0.4
C -1.378622 -1.596496 -2.271379 -0.6 0.3 -0.1
C -4.090452 -0.486256 8.621021 -0.5 0.5 -0.6
C 4.175358 5.316844 -2.033079 2.1 0.2 -0.7
C -1.322172 0.391454 -5.490749 0.0 -1.3 -0.5
C 3.250928 2.594594 -8.762469 0.0 0.0 -1.1
C -0.800472 -9.514226 2.477681 -0.8 1.6 -0.4
C -0.201652 2.601854 5.263391 0.5 -0.5 -0.7
C 1.872918 -0.441676 -0.498269 -0.2 0.5 0.8
C 0.740728 2.300164 4.137531 0.3 -1.1 -1.1
C 5.435308 2.627804 1.234951 2.7 0.5 2.1
C 4.784098 2.124214 -0.015869 -1.4 1.1 0.6
C -3.730482 2.397874 0.254511 1.1 -0.2 0.0
C 0.426778 -3.985896 0.844241 -0.3 1.1 0.6
C -3.271292 1.164284 1.087721 -0.9 0.2 -1.8
C 1.707298 1.510074 -7.349479 -0.7 1.3 -0.3
C -1.418752 -9.256596 1.014521 -0.1 -2.8 0.7
C -2.300602 0.445074 7.325771 -0.7 -0.5 0.6
C 0.270248 1.665204 -6.824779 1.1 -0.6 1.2
C 4.788358 3.341494 3.518901 -0.8 0.2 -0.8
C -1.588222 -0.384766 1.672501 0.0 -0.6 -0.3
C -0.526582 -10.762866 4.422001 0.7 0.8 0.3
H 5.910408 4.458064 -0.999739 -0.2 0.0 0.7
H -0.531112 -0.547136 1.882901 0.0 0.9 0.3
H -1.632632 1.334444 -5.040779 -0.1 0.1 -0.4
H -1.598552 -1.755906 -4.969289 0.3 0.0 -0.6
H -5.485752 1.888614 -3.406959 -0.2 0.1 -0.2
H -4.330612 3.224064 -3.564379 0.0 0.3 -0.2
H 3.245688 3.344664 -9.553339 -0.2 0.1 0.1
H -1.303742 -8.826276 3.157051 -0.8 0.5 0.0
H 2.635508 1.656204 2.570911 -0.4 -0.1 -0.4
H -6.626722 4.288814 -3.315029 -0.3 -0.3 0.0
H -4.813602 2.393884 0.132251 0.0 -0.4 0.0
H -1.583572 -7.458076 1.427491 -0.8 1.3 -0.1
H -1.811522 -1.264116 1.068371 -0.4 0.3 -0.9
H 1.724988 0.653254 -8.023019 0.3 -0.5 0.2
H 2.532038 4.983514 -4.920719 0.3 -0.8 0.1
H 3.281758 1.637944 -9.283979 0.7 -0.2 0.1
H -2.447882 -9.614926 1.038671 -0.1 0.0 0.0
H -1.529762 2.429544 7.422221 0.1 0.3 -0.3
H -0.909902 -9.823106 0.234621 0.1 -0.6 0.3
H 1.490718 -3.912076 1.069381 0.5 -0.9 -0.4
H -0.733572 -11.698376 4.941681 -0.1 0.0 -0.4
H -2.865182 2.017864 6.259861 0.4 1.0 -0.5
H 3.096038 0.233244 3.545781 0.7 0.2 -0.4
H 1.420328 3.123514 3.917641 -0.1 0.2 -0.1
H -0.466822 1.749294 -7.623379 -0.1 -0.8 -0.2
H 3.817928 6.066464 -4.625269 0.3 0.1 0.7
H 0.359978 3.099284 6.054111 -0.2 -0.2 0.6
H 0.754028 -7.419696 1.060221 -0.7 -0.2 1.7
H 2.954198 -0.528286 -0.391329 0.3 0.5 0.2
H 5.752948 3.674314 3.902171 0.2 -0.3 -0.4
H -2.894002 1.398504 -2.764049 -0.6 -0.2 -1.0
H 1.709458 -0.028056 2.683951 -0.2 0.6 -1.4
H -1.014272 -9.933646 4.934501 -0.2 0.0 0.4
H 1.388638 -0.329426 0.471761 0.4 -0.3 0.4
H 3.838488 3.731084 0.279381 -0.4 1.4 0.1
H -6.922772 4.824274 -1.649989 0.0 -0.7 0.3
H -3.735292 0.374174 0.497371 -0.1 -0.6 0.2
H -1.789852 0.137634 -6.442039 -0.9 0.6 0.0
H 2.131008 6.265674 -4.001679 0.4 0.6 0.8
H -4.309892 0.764384 -1.930239 0.5 -0.1 0.9
H -3.073412 3.315154 -1.377779 0.4 0.4 0.0
H 4.045238 4.004974 3.961231 0.0 0.2 -0.3
H -2.205052 -0.589116 2.547631 0.2 0.8 0.3
H 0.602458 -8.239116 -0.241239 -0.9 -0.1 -1.3
H 0.171438 -9.021106 2.495421 0.9 -1.0 0.0
H -0.734552 -5.992406 -0.997019 -0.5 0.5 0.2
H 1.635118 -1.457876 -0.812739 -0.7 0.2 -0.9
H 5.512298 1.718364 -0.718079 -0.3 -0.3 0.1
H 5.287078 3.529924 -2.288669 -0.2 -0.3 -0.1
H 3.706408 6.102314 -1.440439 -0.2 -0.6 0.8
H -2.412912 -1.391426 -1.995169 -0.2 -0.5 0.2
H -4.491842 -0.953846 7.721941 0.1 -0.1 -0.4
H 0.465118 -0.317906 -6.329149 -0.3 -0.4 0.0
H -0.756702 -1.353226 -1.409909 0.1 0.1 -0.2
H 3.989958 1.469244 0.342561 0.1 -0.6 -0.6
H 0.040148 -3.345026 1.636651 -0.5 -0.1 0.2
H -0.177072 0.897604 6.145251 0.1 -0.9 -0.1
H -2.648362 -0.269646 6.579901 -0.4 0.1 -0.4
H -3.742892 1.116334 2.069251 0.6 0.2 0.3
H 0.060368 2.104884 3.308641 0.2 0.1 -0.7
H -5.489062 5.267784 -2.486749 0.5 0.1 0.1
H 0.957328 -5.927896 -0.709169 0.4 0.4 0.3
H 4.929498 5.877824 -2.585059 0.1 0.0 -0.2
H 6.343438 3.208864 1.074441 0.2 0.2 -0.9
H 0.540168 -10.538966 4.426121 0.3 -0.2 0.5
H -3.552262 -1.272196 9.150861 0.4 0.3 0.3
H 0.118618 2.596694 -6.279409 0.4 0.0 0.3
H 4.122768 2.814614 -8.146359 0.1 -0.4 0.3
H -1.217482 -2.636896 -2.553719 -0.1 -0.1 -0.1
H -1.447432 -0.099646 7.730111 0.2 0.2 0.8
H 4.492638 2.344664 3.845991 0.5 -0.2 -0.1
H -4.978142 -0.175666 9.172061 0.3 0.1 0.3
H 2.410798 1.463654 -6.518189 0.0 -0.7 0.2
H 5.880198 1.856704 1.863901 -0.5 -0.8 -0.2
H -0.943352 3.309414 4.892801 0.1 0.2 -0.1
H 0.236728 -3.420396 -0.067999 -0.1 -0.3 -0.5
H -3.525092 3.399244 0.632881 0.4 -0.2 0.6
H -2.825192 -0.722636 -4.373559 -0.2 0.5 -0.2
```
Positions in Å, forces in eV/Å.

Gap between HOMO and LUMO (alpha / beta)   5.31 / 5.49 eV
Maximum force   0.06801 hartree/bohr
E_tot   -171079.101 eV
Multiplicity   2
Net charge   +2

No. 2
Formula: C2H7NO3
Source: the OMol25 dataset
Level of theory: ωB97M-V/def2-TZVPD

```
13
Properties=species:S:1:pos:R:3:forces:R:3
O 0.278609 -0.683366 -1.006991 1.5 0.0 0.5
O 1.069692 -0.966281 1.134394 0.1 0.1 0.0
O -0.503136 0.637501 0.638982 -2.6 -1.3 -2.0
N 1.669550 0.953941 -0.039193 -0.1 -0.1 0.5
C 0.620170 0.013049 0.247995 0.7 -0.9 -2.2
C -1.812340 -0.080629 -0.219402 0.0 1.9 2.5
H 2.569176 0.572384 0.226203 0.0 0.0 0.0
H -2.187400 -0.602272 0.654156 -0.6 0.3 -0.1
H 0.562653 -0.111357 -1.733405 0.1 0.0 0.3
H 1.502689 1.801572 0.486684 0.0 0.0 0.0
H -1.905902 -0.723121 -1.090047 1.4 0.1 0.1
H 0.417327 -1.675821 1.161664 0.0 0.0 0.0
H -2.281086 0.864399 -0.461039 -0.4 -0.1 0.4
```
Positions in Å, forces in eV/Å.

Gap between HOMO and LUMO   10.91 eV
Maximum force   0.06779 hartree/bohr
E_tot   -9818.256 eV
Multiplicity   1
Net charge   0

No. 3
Formula: C6H7CoO6
Source: the OMol25 dataset
Level of theory: ωB97M-V/def2-TZVPD

```
20
Properties=species:S:1:pos:R:3:forces:R:3
Co -1.989272 1.219455 3.976558 -1.4 0.9 0.7
O -1.294649 -0.564823 3.626944 1.2 -1.1 1.9
O -1.110114 -3.043391 -2.548103 0.6 0.8 0.2
O -0.470790 1.256381 2.763254 0.2 0.3 2.5
O -0.706390 -0.875304 -2.367375 -0.2 1.0 -0.1
O 0.886765 -2.404849 -1.841065 0.8 0.0 0.3
O 0.415229 -0.601746 2.160773 1.2 1.8 0.1
C -0.305028 0.840536 -0.016711 -0.9 -0.2 0.8
C 0.230254 0.153251 -2.382011 0.0 0.0 0.2
C -0.306007 -0.024213 3.055669 -3.1 0.5 -4.4
C 0.402351 0.951201 -1.331853 0.4 0.0 -0.3
C -0.343102 -2.162699 -2.267960 -0.9 -1.4 -0.5
C 0.659760 0.855841 1.160603 3.4 -1.2 -2.4
H -0.921258 -0.067278 0.017476 0.2 0.2 -0.1
H 0.732016 0.298156 -3.340830 -0.1 -0.1 0.3
H 1.111970 1.770848 -1.470151 -0.2 -0.2 0.1
H 1.639423 0.447106 0.885137 -0.3 -0.7 -0.4
H -0.999000 1.691490 0.079974 0.2 -0.3 0.0
H 1.015038 1.871179 1.376312 -0.9 -0.3 1.0
H 1.352804 -1.611141 -1.536639 -0.2 0.0 -0.1
```
Positions in Å, forces in eV/Å.

Gap between HOMO and LUMO (alpha / beta)   7.24 / 9.93 eV
Maximum force   0.10408 hartree/bohr
E_tot   -56241.999 eV
Multiplicity   5
Net charge   0